{
  "formula": "C18H52N4O6",
  "method": "wB97M-V/def2-TZVPD",
  "mol_weight_g_mol": 420.64,
  "smiles": "COC[C@H](C)N.COC[C@H](C)N.COC[C@H](C)N.COC[C@H](C)N.CO.CO",
  "e_homo_ev": -8.7,
  "lumo_energy_ha": 0.0171,
  "total_energy_ha": -1387.29350,
  "relative_energy_ev": 2.1769,
  "symbols": ["C", "O", "H", "H", "H", "H", "C", "O", "H", "H", "H", "H", "C", "C", "C", "O", "C", "N", "H", "H", "H", "H", "H", "H", "H", "H", "H", "H", "H", "C", "C", "C", "O", "C", "N", "H", "H", "H", "H", "H", "H", "H", "H", "H", "H", "H", "C", "C", "C", "O", "C", "N", "H", "H", "H", "H", "H", "H", "H", "H", "H", "H", "H", "C", "C", "C", "O", "C", "N", "H", "H", "H", "H", "H", "H", "H", "H", "H", "H", "H"],
  "positions_angstrom": [[0.749, 0.077, 1.546], [-0.471, -0.021, 0.913], [0.935, -0.944, 1.880], [1.585, 0.210, 0.859], [0.697, 0.766, 2.389], [-0.645, 0.779, 0.411], [-0.081, 3.563, 1.901], [-0.838, 4.560, 1.264], [-0.712, 2.680, 2.003], [0.769, 3.185, 1.333], [0.344, 3.914, 2.841], [-1.418, 4.919, 1.940], [3.326, -2.765, 4.223], [4.121, -1.451, 4.096], [3.638, -0.239, 5.060], [2.527, 0.487, 4.609], [2.215, 1.732, 5.267], [5.535, -1.722, 4.246], [2.305, -2.569, 3.894], [3.373, -3.178, 5.230], [3.759, -3.393, 3.444], [4.091, -1.115, 3.060], [4.467, 0.384, 5.396], [3.339, -0.727, 5.987], [1.367, 2.258, 4.828], [3.060, 2.418, 5.317], [2.053, 1.393, 6.290], [5.839, -2.447, 3.612], [6.015, -0.835, 4.186], [-3.291, 2.039, 0.316], [-2.587, 2.393, -0.995], [-3.177, 3.659, -1.708], [-2.503, 3.887, -2.892], [-3.126, 4.950, -3.720], [-1.154, 2.477, -0.834], [-4.362, 1.967, 0.127], [-3.142, 2.853, 1.025], [-2.923, 1.128, 0.787], [-2.740, 1.476, -1.564], [-3.013, 4.476, -1.005], [-4.247, 3.479, -1.805], [-3.115, 5.874, -3.143], [-4.136, 4.703, -4.047], [-2.535, 5.197, -4.602], [-1.048, 3.168, -0.105], [-0.825, 3.026, -1.615], [-0.904, -3.818, -0.645], [-1.985, -2.848, -0.996], [-3.217, -3.521, -1.658], [-3.250, -3.216, -3.053], [-4.141, -4.063, -3.681], [-2.324, -2.111, 0.180], [-0.710, -4.530, -1.447], [-1.209, -4.437, 0.199], [0.052, -3.352, -0.408], [-1.607, -2.119, -1.714], [-4.176, -3.151, -1.296], [-3.153, -4.585, -1.433], [-4.246, -3.758, -4.722], [-5.149, -4.007, -3.268], [-3.825, -5.105, -3.631], [-1.591, -1.472, 0.450], [-3.032, -1.437, -0.074], [0.706, -1.602, -3.931], [0.737, -0.703, -2.705], [2.113, -0.133, -2.337], [3.115, -1.153, -2.242], [4.392, -0.739, -1.770], [-0.273, 0.361, -2.851], [1.402, -2.440, -3.967], [0.866, -0.993, -4.821], [-0.261, -2.018, -4.214], [0.473, -1.280, -1.819], [1.998, 0.396, -1.391], [2.446, 0.539, -3.128], [4.396, -0.537, -0.699], [4.830, 0.153, -2.218], [5.128, -1.539, -1.854], [-0.525, 0.661, -1.920], [-1.097, -0.120, -3.182]],
  "lowdin_charge": [-0.154, -0.148, 0.086, 0.074, 0.069, 0.024, -0.175, -0.122, 0.066, 0.088, 0.082, 0.092, -0.055, -0.417, -0.183, -0.212, -0.074, 0.007, 0.071, 0.080, 0.071, 0.117, 0.111, 0.113, 0.075, 0.081, 0.085, 0.070, 0.066, -0.048, -0.412, -0.225, -0.182, -0.048, 0.049, 0.082, 0.069, 0.069, 0.125, 0.124, 0.123, 0.080, 0.083, 0.082, 0.026, 0.087, -0.068, -0.453, -0.170, -0.181, -0.154, 0.046, 0.081, 0.082, 0.073, 0.111, 0.121, 0.119, 0.089, 0.084, 0.088, 0.027, 0.062, -0.055, -0.434, -0.181, -0.184, -0.116, 0.067, 0.078, 0.078, 0.068, 0.106, 0.105, 0.126, 0.071, 0.082, 0.083, 0.017, 0.062]
}

{
  "formula": "C18H52N6O8",
  "method": "wB97M-V/def2-TZVPD",
  "mol_weight_g_mol": 480.65,
  "smiles": "NC(N)=O.NC(N)=O.NC(N)=O.CC(C)O.CC(C)O.CC(C)O.CC(C)O.CC(C)O",
  "e_homo_ev": -9.6,
  "lumo_energy_ha": 0.0124,
  "total_energy_ha": -1647.54217,
  "relative_energy_ev": 0.9273,
  "symbols": ["C", "C", "C", "O", "H", "H", "H", "H", "H", "H", "H", "H", "C", "C", "C", "O", "H", "H", "H", "H", "H", "H", "H", "H", "C", "C", "C", "O", "H", "H", "H", "H", "H", "H", "H", "H", "C", "C", "C", "O", "H", "H", "H", "H", "H", "H", "H", "H", "C", "C", "C", "O", "H", "H", "H", "H", "H", "H", "H", "H", "C", "O", "N", "N", "H", "H", "H", "H", "C", "O", "N", "N", "H", "H", "H", "H", "C", "O", "N", "N", "H", "H", "H", "H"],
  "positions_angstrom": [[-6.457, -1.685, 1.578], [-5.334, -1.065, 2.383], [-4.482, -2.118, 3.066], [-4.519, -0.316, 1.442], [-6.146, -2.282, 0.713], [-7.121, -0.906, 1.206], [-7.032, -2.409, 2.165], [-5.737, -0.335, 3.077], [-3.792, -1.662, 3.769], [-3.851, -2.743, 2.429], [-5.214, -2.776, 3.545], [-4.281, -0.939, 0.746], [3.636, 0.970, -5.279], [2.394, 1.193, -4.421], [2.554, 1.175, -2.930], [1.738, 2.418, -4.830], [4.476, 1.527, -4.862], [3.373, 1.136, -6.320], [3.906, -0.091, -5.220], [1.636, 0.464, -4.733], [1.581, 1.061, -2.464], [3.044, 2.085, -2.584], [3.122, 0.297, -2.605], [2.335, 2.929, -5.382], [-2.603, 2.554, -3.291], [-3.108, 3.995, -3.187], [-4.648, 4.095, -3.261], [-2.578, 4.752, -2.096], [-3.389, 1.918, -3.716], [-2.489, 2.095, -2.293], [-1.719, 2.281, -3.866], [-2.764, 4.480, -4.113], [-5.052, 3.507, -4.076], [-4.861, 5.157, -3.403], [-5.082, 3.810, -2.295], [-2.773, 4.211, -1.314], [4.875, 1.080, 0.179], [3.548, 1.816, 0.416], [2.948, 1.708, 1.816], [3.792, 3.187, 0.090], [4.884, 0.676, -0.836], [4.968, 0.214, 0.845], [5.764, 1.694, 0.292], [2.820, 1.381, -0.265], [3.519, 2.218, 2.594], [2.914, 0.636, 2.032], [1.965, 2.169, 1.752], [4.169, 3.651, 0.839], [-0.094, 0.809, 4.113], [-0.312, -0.390, 5.035], [-1.140, -1.514, 4.384], [0.932, -0.937, 5.508], [0.747, 0.659, 3.445], [0.075, 1.756, 4.631], [-1.035, 0.973, 3.577], [-0.816, -0.074, 5.949], [-1.577, -1.227, 3.435], [-2.012, -1.790, 4.982], [-0.592, -2.448, 4.260], [1.331, -1.383, 4.745], [-0.147, -0.029, 0.315], [0.698, -0.020, -0.604], [-0.081, -0.901, 1.389], [-1.271, 0.774, 0.256], [0.578, -1.683, 1.276], [-0.840, -0.960, 2.029], [-1.362, 1.443, -0.484], [-2.054, 0.680, 0.876], [2.812, -3.431, 1.637], [1.823, -2.926, 2.202], [4.012, -2.785, 1.495], [2.785, -4.747, 1.215], [4.794, -3.297, 1.131], [4.220, -1.894, 1.893], [3.410, -5.171, 0.558], [1.980, -5.267, 1.506], [0.990, -3.424, -2.367], [0.832, -4.635, -2.530], [1.902, -2.932, -1.465], [0.325, -2.493, -3.149], [2.278, -3.660, -0.890], [1.853, -1.981, -1.122], [0.544, -1.528, -2.959], [-0.515, -2.778, -3.603]],
  "lowdin_charge": [-0.070, -0.462, -0.056, -0.085, 0.086, 0.081, 0.080, 0.139, 0.046, 0.091, 0.083, 0.078, -0.055, -0.488, -0.065, -0.067, 0.084, 0.079, 0.081, 0.125, 0.052, 0.090, 0.080, 0.071, -0.048, -0.485, -0.060, -0.046, 0.072, 0.057, 0.075, 0.135, 0.072, 0.076, 0.079, 0.085, -0.041, -0.473, -0.053, -0.059, 0.064, 0.054, 0.077, 0.093, 0.083, 0.069, 0.081, 0.081, -0.055, -0.438, -0.050, -0.061, 0.050, 0.080, 0.073, 0.132, 0.026, 0.071, 0.090, 0.075, -0.589, -0.030, 0.180, 0.173, 0.075, 0.035, 0.076, 0.075, -0.633, -0.020, 0.176, 0.152, 0.100, 0.089, 0.100, 0.110, -0.654, -0.004, 0.164, 0.158, 0.054, 0.067, 0.074, 0.093]
}